No. 1
{
  "formula": "C51H45BrCeF3N8O5SSeTe",
  "method": "ωB97M-V/def2-TZVPD",
  "symbols": ["Ce", "Se", "N", "C", "C", "C", "C", "C", "N", "C", "C", "N", "C", "C", "C", "C", "C", "N", "H", "H", "H", "H", "H", "H", "F", "C", "F", "F", "C", "O", "O", "N", "C", "C", "C", "C", "C", "C", "C", "H", "H", "H", "H", "C", "C", "O", "N", "Te", "C", "C", "C", "C", "C", "C", "C", "C", "C", "C", "C", "C", "C", "C", "C", "C", "C", "C", "H", "H", "H", "H", "H", "H", "H", "H", "H", "H", "H", "H", "H", "H", "H", "H", "H", "H", "H", "H", "H", "H", "H", "H", "H", "S", "C", "N", "C", "C", "N", "H", "H", "H", "H", "H", "H", "Br", "C", "C", "C", "C", "C", "C", "C", "O", "O", "H", "H", "H", "H"],
  "positions_angstrom": [[-1.089, 0.222, -0.776], [-3.753, 8.259, -0.541], [-2.135, 7.484, -0.539], [-2.313, 6.169, -0.593], [-1.250, 5.223, -0.677], [0.082, 5.627, -0.733], [1.060, 4.678, -0.933], [0.678, 3.339, -1.039], [-0.560, 2.905, -0.929], [-1.548, 3.828, -0.764], [-2.899, 3.378, -0.750], [-3.143, 2.042, -0.865], [-4.403, 1.659, -0.902], [-5.506, 2.512, -0.815], [-5.279, 3.867, -0.729], [-3.966, 4.329, -0.697], [-3.668, 5.723, -0.628], [-4.592, 6.677, -0.614], [0.296, 6.683, -0.658], [2.105, 4.933, -1.006], [1.434, 2.591, -1.236], [-4.597, 0.602, -1.023], [-6.504, 2.097, -0.820], [-6.082, 4.588, -0.697], [-3.073, 2.341, 2.858], [-1.775, 2.439, 3.159], [-1.555, 3.681, 3.598], [-1.565, 1.613, 4.216], [-0.829, 1.959, 2.018], [0.295, 2.460, 1.962], [-1.255, 0.989, 1.375], [1.233, -7.547, -0.590], [0.973, -6.432, -0.717], [0.623, -5.078, -0.834], [-0.710, -4.692, -0.699], [-1.060, -3.360, -0.793], [-0.150, -2.297, -1.022], [1.183, -2.763, -1.158], [1.572, -4.087, -1.076], [-1.464, -5.448, -0.518], [-2.119, -3.149, -0.672], [1.987, -2.058, -1.335], [2.613, -4.362, -1.188], [2.026, 0.205, -2.632], [2.362, 0.232, -1.140], [3.535, 0.152, -0.773], [1.312, 0.403, -0.344], [1.414, 0.141, 1.614], [3.029, 1.076, 2.686], [3.132, 0.679, 4.022], [2.154, -0.284, 4.622], [4.108, 1.258, 4.822], [4.942, 2.258, 4.344], [5.991, 2.868, 5.226], [4.756, 2.703, 3.044], [3.799, 2.135, 2.213], [3.551, 2.686, 0.853], [2.218, -1.875, 1.804], [3.533, -2.327, 1.683], [4.682, -1.390, 1.481], [3.788, -3.691, 1.800], [2.790, -4.608, 2.078], [3.074, -6.072, 2.220], [1.497, -4.133, 2.249], [1.197, -2.789, 2.117], [-0.215, -2.337, 2.374], [2.783, -0.375, -3.155], [2.037, 1.217, -3.035], [1.032, -0.239, -2.794], [1.151, 0.138, 4.538], [2.372, -0.454, 5.673], [2.169, -1.245, 4.109], [4.204, 0.948, 5.854], [5.831, 2.588, 6.266], [5.970, 3.954, 5.150], [6.984, 2.531, 4.924], [5.350, 3.527, 2.670], [4.145, 3.580, 0.675], [2.490, 2.926, 0.769], [3.805, 1.937, 0.104], [4.446, -0.682, 0.692], [5.586, -1.933, 1.211], [4.873, -0.827, 2.395], [4.804, -4.042, 1.678], [4.143, -6.269, 2.251], [2.649, -6.624, 1.383], [2.623, -6.464, 3.131], [0.712, -4.836, 2.489], [-0.835, -3.192, 2.637], [-0.654, -1.864, 1.484], [-0.244, -1.626, 3.205], [-0.831, 1.996, -3.703], [-0.983, 1.071, -5.068], [-1.631, -0.092, -5.181], [-1.542, -0.648, -6.513], [-0.882, 0.494, -7.315], [-0.436, 1.391, -6.269], [-2.076, -0.549, -4.399], [-2.531, -0.911, -6.888], [-0.919, -1.548, -6.513], [-1.596, 0.989, -7.987], [-0.030, 0.147, -7.907], [-0.156, 2.337, -6.463], [-4.223, -2.388, -4.032], [-4.932, -2.779, -2.320], [-5.939, -3.724, -2.240], [-6.504, -4.025, -1.011], [-6.060, -3.374, 0.135], [-5.042, -2.452, 0.045], [-4.449, -2.138, -1.184], [-3.289, -1.193, -1.156], [-2.883, -0.854, -0.019], [-2.738, -0.802, -2.225], [-6.272, -4.226, -3.137], [-7.287, -4.767, -0.950], [-6.502, -3.598, 1.096], [-4.660, -1.946, 0.920]],
  "mulliken_spin": [0.972, 0.000, 0.000, 0.000, 0.000, 0.000, 0.000, 0.003, -0.002, 0.004, -0.003, 0.000, 0.002, 0.000, 0.000, 0.000, 0.000, 0.000, 0.000, 0.000, -0.001, -0.001, 0.000, 0.000, 0.000, 0.000, 0.000, 0.000, 0.001, 0.000, 0.004, 0.000, 0.000, 0.000, -0.001, 0.001, -0.002, 0.002, -0.001, 0.000, 0.000, 0.000, 0.000, 0.007, -0.001, 0.000, 0.012, 0.004, 0.001, 0.000, 0.000, 0.000, 0.000, 0.000, 0.000, 0.000, 0.000, -0.001, 0.000, 0.000, 0.000, 0.000, 0.000, 0.000, 0.000, -0.003, 0.000, 0.000, -0.004, 0.000, 0.000, 0.000, 0.000, 0.000, 0.000, 0.000, 0.000, 0.000, 0.000, 0.000, 0.000, 0.000, 0.000, 0.000, 0.000, 0.000, 0.000, 0.000, 0.000, 0.003, 0.000, 0.000, 0.000, 0.000, 0.000, 0.000, 0.000, -0.001, 0.000, 0.000, 0.000, 0.000, 0.000, 0.000, 0.000, 0.000, 0.000, 0.000, 0.000, -0.005, 0.003, -0.003, 0.008, 0.000, 0.000, 0.000, 0.000],
  "spin_multiplicity": 2,
  "de_lowest_ev": 0.7643,
  "gap_ev": [6.469, 6.565],
  "e_homo_ha": [-0.2840, -0.2876],
  "s_squared": 0.751,
  "total_charge": 0
}

No. 2
{
  "formula": "CH7O2S",
  "method": "ωB97M-V/def2-TZVPD",
  "symbols": ["C", "S", "H", "H", "H", "H", "H", "O", "H", "H", "O"],
  "positions_angstrom": [[-0.017, -1.254, -0.595], [0.282, 0.352, 0.240], [-0.803, -1.861, -0.144], [0.910, -1.832, -0.579], [-0.267, -1.062, -1.639], [-0.991, -0.077, 3.507], [-0.675, -0.449, 2.044], [-1.079, -0.803, 2.885], [0.900, 1.674, -1.467], [0.489, 2.944, -2.180], [1.252, 2.369, -2.073]],
  "lowdin_charge": [-0.631, 0.255, -0.007, -0.014, -0.016, -0.002, -0.124, -0.172, -0.128, 0.001, -0.163],
  "spin_multiplicity": 1,
  "de_lowest_ev": 0.0544,
  "gap_ev": 7.001,
  "e_homo_ha": -0.1086,
  "total_charge": -1
}

Computed values of electronic energy (unit: eV) for the preceding records, in sequence: -250378.391, -16082.211.